Arrangement A

The following is a DFT calculation (ωB97M-V/def2-TZVPD) of C4H6N3O2 as an isolated structure.

Last column: Mulliken charge in e.
Geometry (Å):
C  0.544  1.002  -0.195  -0.102
C  -0.921  0.642  0.464  0.119
C  1.151  -1.389  0.328  0.257
C  1.249  -0.341  -0.680  -0.598
N  0.977  -2.200  1.116  -0.319
N  -0.981  1.867  -1.767  0.402
N  -1.378  -0.597  0.722  -0.300
O  0.269  1.832  -1.404  -0.161
O  -1.784  1.371  -1.040  -0.211
H  1.100  1.718  0.496  0.368
H  -1.284  1.400  1.243  0.370
H  0.730  -0.510  -1.694  0.256
H  2.241  -0.268  -1.003  0.450
H  -1.224  -1.343  0.174  0.204
H  -2.219  -0.754  1.271  0.267

Properties
Total charge: +1
E_LUMO (eV): -5.445
Frontier orbital gap (Eh): 0.3796


Arrangement B

The following is a DFT calculation (ωB97M-V/def2-TZVPD) of C4H6N3O2 as an isolated structure.

Last column: Mulliken charge in e.
Geometry (Å):
C  0.171  -0.078  0.707  -0.036
C  -1.577  -1.266  0.060  -0.212
C  1.440  0.290  0.070  0.400
C  -1.326  1.015  -0.073  0.427
N  -0.397  -1.294  0.511  -0.585
N  -2.148  -0.029  -0.208  -0.137
N  1.997  -0.531  -0.803  -0.308
O  2.105  1.386  0.330  -0.448
O  -1.293  2.179  -0.218  -0.403
H  -0.094  0.333  1.734  0.479
H  -2.076  -2.127  -0.051  0.521
H  -3.113  -0.185  -0.730  0.355
H  1.956  -1.567  -0.840  0.305
H  2.799  -0.216  -1.187  0.248
H  1.556  2.090  0.698  0.395

Properties
Total charge: +1
E_LUMO (alpha / beta) (eV): -4.589 / -4.589
Frontier orbital gap (alpha / beta) (Eh): 0.3215 / 0.3215


How do the energies compare? Relative to the most stable structure, in hartree: arrangement A 0.1412; arrangement B 0.0000.


Arrangement A

The following is a DFT calculation (ωB97M-V/def2-TZVPD) of one molecule with the formula C2HClF2S.

Last column: Mulliken charge in e.
Geometry (Å):
F  1.478  -1.774  -0.244  -0.244
C  0.509  -0.804  0.066  -0.251
S  -1.337  -0.999  -0.190  -0.169
C  -0.400  -1.056  1.230  0.684
F  -0.448  -2.239  1.562  -0.178
Cl  0.036  0.298  2.243  -0.181
H  0.814  0.269  0.080  0.340

Properties
SMILES: F[C@H]1S[C@]1(F)Cl
E_LUMO (eV): 0.480
Frontier orbital gap (Eh): 0.3834


Arrangement B

The following is a DFT calculation (ωB97M-V/def2-TZVPD) of a 2-piece molecular cluster, C2HClF2S overall.

Last column: Mulliken charge in e.
Geometry (Å):
C  1.112  -0.878  0.835  -0.317
C  0.262  0.043  0.059  0.514
F  0.311  -0.172  -1.324  -0.265
F  0.922  1.212  0.229  -0.192
S  4.612  0.528  0.018  -0.002
Cl  2.068  -1.824  -0.110  0.036
H  -0.759  0.207  0.259  0.226

Properties
E_LUMO (alpha / beta) (eV): -2.821 / -2.815
Frontier orbital gap (alpha / beta) (Eh): 0.2515 / 0.2515


How do the energies compare? Relative to the most stable structure, in hartree: arrangement A 0.0000; arrangement B 0.1430.


Arrangement A

The following is a DFT calculation (ωB97M-V/def2-TZVPD) of a 2-piece molecular cluster, CH5N3O2 overall.

Last column: Mulliken charge in e.
Geometry (Å):
O  -0.982  1.477  0.165  -0.256
N  -0.998  0.471  0.991  0.004
N  -1.500  -0.540  0.756  -0.075
O  -2.041  -0.698  -0.584  -0.490
H  -1.201  1.157  -0.656  0.363
H  -2.554  -1.559  -0.385  0.414
C  2.119  0.149  0.144  -0.322
N  0.913  -0.166  -0.149  -0.257
H  3.050  -0.181  -0.355  0.224
H  2.293  0.425  1.197  0.227
H  0.902  -0.534  -1.124  0.168

Properties
SMILES: O/N=N\O.C=N
E_LUMO (eV): 0.836
Frontier orbital gap (Eh): 0.3944


Arrangement B

The following is a DFT calculation (ωB97M-V/def2-TZVPD) of one molecule with the formula CH5N3O2.

Last column: Mulliken charge in e.
Geometry (Å):
C  -0.003  0.472  1.431  -0.835
N  -0.409  -0.603  0.550  -0.367
N  0.386  -0.722  -0.605  -0.306
N  0.007  -0.014  -1.686  1.201
O  -1.056  0.643  -1.556  -0.638
O  0.704  -0.095  -2.656  -0.643
H  0.726  0.024  2.207  0.266
H  0.724  1.146  1.016  0.331
H  -0.739  0.993  1.920  0.374
H  -1.341  -0.343  0.268  0.363
H  1.000  -1.501  -0.889  0.253

Properties
SMILES: CNN[N+](=O)[O-]
E_LUMO (eV): 0.594
Frontier orbital gap (Eh): 0.3903


Arrangement C

The following is a DFT calculation (ωB97M-V/def2-TZVPD) of one molecule with the formula CH5N3O2.

Last column: Mulliken charge in e.
Geometry (Å):
N  -1.658  -0.113  0.768  -0.502
N  -0.852  -0.515  -0.362  -0.286
C  0.562  -0.264  -0.162  0.710
O  1.438  -1.354  -0.348  -0.491
N  1.036  0.982  -0.699  -0.556
O  0.987  0.766  0.732  -0.370
H  -1.569  -0.804  1.520  0.271
H  -1.342  0.772  1.174  0.284
H  -1.167  -0.114  -1.246  0.303
H  2.306  -0.989  -0.582  0.334
H  0.260  1.633  -0.795  0.303

Properties
SMILES: NN[C@@]1(O)NO1
E_LUMO (eV): 0.782
Frontier orbital gap (Eh): 0.3893


How do the energies compare? Relative to the most stable structure, in hartree: arrangement A 0.0673; arrangement B 0.0408; arrangement C 0.0000.


Arrangement A

The following is a DFT calculation (ωB97M-V/def2-TZVPD) of one molecule with the formula C4H8ClN.

Last column: Mulliken charge in e.
Geometry (Å):
C  -1.170  -0.002  -0.876  -1.404
C  -0.004  0.170  0.010  0.984
N  0.295  1.539  0.399  -0.715
C  0.257  -0.841  1.061  -1.026
C  1.222  -0.606  -0.033  -0.185
Cl  1.571  -1.920  -1.137  -0.223
H  -0.887  -0.095  -1.907  0.310
H  -1.853  0.818  -0.687  0.376
H  -1.713  -0.909  -0.532  0.324
H  0.437  2.113  -0.469  0.278
H  -0.536  2.018  0.888  0.283
H  0.614  -0.389  1.976  0.281
H  -0.341  -1.761  1.061  0.288
H  2.108  -0.135  0.244  0.428

Properties
SMILES: C[C@@]1(N)C[C@H]1Cl
E_LUMO (eV): 1.003
Frontier orbital gap (Eh): 0.3888


Arrangement B

The following is a DFT calculation (ωB97M-V/def2-TZVPD) of a 2-piece molecular cluster, C4H8ClN overall.

Last column: Mulliken charge in e.
Geometry (Å):
C  -2.002  -1.511  0.025  -0.069
C  1.256  -0.528  -0.157  -0.933
C  1.983  1.765  -0.255  -0.774
C  1.475  0.754  0.409  0.218
N  -2.778  -0.742  0.548  -0.190
Cl  -4.466  -0.020  -0.139  -0.251
H  -2.387  -2.302  -0.736  0.221
H  0.310  -0.616  -0.680  0.150
H  1.541  -1.356  0.511  0.312
H  1.977  -0.660  -1.090  0.287
H  2.118  2.737  0.168  0.269
H  -2.531  -0.113  1.250  0.294
H  2.401  1.710  -1.303  0.195
H  1.103  0.883  1.450  0.271

Properties
E_LUMO (eV): -0.601
Frontier orbital gap (Eh): 0.3151


Arrangement C

The following is a DFT calculation (ωB97M-V/def2-TZVPD) of a 2-piece molecular cluster, C4H8ClN overall.

Last column: Mulliken charge in e.
Geometry (Å):
C  0.152  0.855  -0.251  0.369
C  0.465  -0.247  0.693  0.157
C  -1.116  0.906  -0.999  -1.358
C  -0.369  -1.523  0.850  -1.156
N  1.105  -0.065  -0.534  -0.488
Cl  3.819  0.914  -0.227  -0.097
H  0.513  1.924  -0.012  0.293
H  1.122  0.027  1.496  0.401
H  -2.053  0.805  -0.373  0.256
H  -1.050  0.047  -1.653  0.336
H  -0.971  1.756  -1.662  0.384
H  0.323  -2.386  1.175  0.301
H  -0.831  -1.615  -0.099  0.287
H  -1.107  -1.398  1.594  0.315

Properties
E_LUMO (alpha / beta) (eV): -1.051 / -3.170
Frontier orbital gap (alpha / beta) (Eh): 0.3224 / 0.2463


How do the energies compare? Relative to the most stable structure, in hartree: arrangement A 0.0000; arrangement B 0.1281; arrangement C 0.1337.